# 1
Entry from the OMol25 dataset: a molecular structure, C5H11N (ωB97M-V/def2-TZVPD).

Computed properties:
Lowest unoccupied orbital energy in eV: 0.2
Total charge: 0
Gap between HOMO and LUMO in eV: 8.664
Relative energy (zero: lowest compared OMol25 entry of this formula, charge and spin) in eV: 3.086

Each line ends with the Löwdin charge.
CARTESIAN COORDINATES (ANGSTROEM)
C (-1.450, 0.845, -0.674)  -0.200
C (-0.299, 1.311, -1.459)  -0.181
H (-1.199, -0.237, -0.301)  0.053
H (-2.391, 0.819, -1.228)  0.067
H (-1.567, 1.364, 0.277)  0.068
H (-0.397, 1.190, -2.534)  0.049
H (0.085, 2.290, -1.192)  0.052
H (0.645, 0.349, -1.160)  0.089
C (0.280, -1.409, 0.190)  -0.277
C (0.345, -0.986, 1.582)  -0.179
C (1.196, -0.066, 2.039)  0.034
N (1.133, -0.915, -0.682)  0.019
H (1.181, -1.458, -1.539)  0.081
H (-0.260, -2.337, -0.010)  0.114
H (-0.426, -1.386, 2.230)  0.095
H (1.986, 0.317, 1.411)  0.061
H (1.139, 0.310, 3.050)  0.055



# 2
Entry from the OMol25 dataset: a gas-phase ion, C3H5F3P (charge +1) (ωB97M-V/def2-TZVPD).

Computed properties:
Lowest unoccupied orbital energy in eV: -5.2
Total charge: +1
Gap between HOMO and LUMO in eV: 11.265
Relative energy (zero: lowest compared OMol25 entry of this formula, charge and spin) in eV: 1.944

Each line ends with the Löwdin charge.
CARTESIAN COORDINATES (ANGSTROEM)
C (1.689, -0.102, 0.454)  -0.422
C (-1.598, 0.864, 0.790)  -0.012
C (2.567, -0.897, 0.929)  0.127
F (1.842, 0.896, -0.417)  0.064
F (-0.528, -1.623, 1.276)  -0.094
F (-0.547, -0.921, -0.977)  -0.107
P (-0.122, -0.329, 0.465)  1.040
H (-2.418, 0.352, 0.391)  0.059
H (-1.843, 0.813, 1.760)  0.023
H (3.613, -0.624, 0.814)  0.117
H (2.405, -1.598, 1.804)  0.137
H (-1.232, 1.767, 0.350)  0.068



# 3
Entry from the OMol25 dataset: 2 unconnected molecules or ions with the total composition C6H13N2O (ωB97M-V/def2-TZVPD).

Computed properties:
Lowest unoccupied orbital energy (alpha / beta) in eV: -3.6 / -3.6
Total charge: +1
Gap between HOMO and LUMO (alpha / beta) in eV: 9.928 / 9.929
Relative energy (zero: lowest compared OMol25 entry of this formula, charge and spin) in eV: 4.630

Each line ends with the Löwdin charge.
CARTESIAN COORDINATES (ANGSTROEM)
C (0.577, -1.901, -1.466)  -0.533
C (0.184, 0.442, 1.003)  0.022
C (-1.252, 0.735, 0.800)  -0.165
C (1.418, -2.793, -2.356)  0.010
C (-2.176, 0.973, 2.032)  -0.053
C (0.632, 2.961, 0.533)  0.026
N (1.239, -1.102, -0.685)  0.109
N (-0.039, 1.671, 0.766)  -0.030
O (-0.668, -2.205, -1.409)  0.142
H (1.114, -0.076, 1.448)  0.171
H (-0.926, -1.895, -0.511)  0.138
H (-1.917, 0.634, -0.090)  0.154
H (2.268, -2.520, -2.868)  0.062
H (1.666, -3.621, -1.732)  0.090
H (0.683, -3.170, -3.078)  0.096
H (-3.154, 0.475, 1.768)  0.088
H (-2.456, 2.096, 2.039)  0.114
H (-1.925, 0.594, 3.058)  0.096
H (0.914, 3.084, -0.557)  0.118
H (0.010, 3.836, 0.811)  0.100
H (1.527, 2.793, 1.273)  0.141
H (2.282, -1.011, -0.779)  0.105



For each record above, in turn, the calculated max |F| values are 3.25 5.00 6.99 eV Å⁻¹.